# 1
{
  "formula": "C42H56BBrN2O5PRuS3Sb",
  "method": "ωB97M-V with the def2-TZVPD basis set",
  "elements": ["B", "C", "H", "C", "H", "C", "C", "H", "H", "H", "S", "H", "C", "H", "H", "C", "H", "H", "H", "H", "C", "H", "Br", "C", "C", "H", "H", "H", "C", "C", "H", "H", "O", "S", "C", "H", "N", "C", "H", "N", "C", "C", "C", "H", "H", "H", "H", "C", "C", "H", "H", "H", "C", "H", "O", "H", "H", "C", "C", "H", "P", "Sb", "H", "C", "C", "H", "O", "C", "H", "C", "H", "C", "S", "H", "Ru", "H", "H", "H", "H", "C", "H", "H", "O", "C", "C", "H", "C", "H", "H", "O", "H", "C", "C", "H", "H", "H", "H", "C", "C", "C", "C", "H", "C", "H", "C", "H", "C", "C", "H", "C", "C", "H", "H"],
  "positions_angstrom": [[-1.462520, 2.553310, 1.252701], [4.272498, -2.814672, 3.915456], [6.515389, 0.948535, 2.309983], [-8.415578, 3.426478, 0.905826], [-7.067747, 5.702903, 1.662054], [3.811849, 1.990518, 2.711001], [-2.834689, -0.671391, -0.158710], [6.175337, -3.770562, 4.306553], [-9.372494, 3.619610, 1.391511], [2.807622, -3.687429, 2.619965], [0.313224, 2.261951, 1.493099], [7.125185, 1.363499, -2.540292], [4.645029, -4.899499, -4.530922], [5.537359, -1.615044, -2.579247], [4.285311, -0.819690, -0.911671], [6.267629, -3.293145, -3.703235], [4.397622, -5.792698, -5.087860], [-4.361382, 2.599279, -1.649147], [-6.882812, 2.696921, 3.910701], [6.688071, 3.493025, 3.857559], [0.077179, -1.991759, -1.899079], [4.642216, -1.823940, 4.194590], [-3.277832, -4.271463, -4.171873], [-3.421186, 2.713308, 0.280059], [6.208524, -0.124068, -0.191464], [6.742707, 2.885615, -1.773806], [5.577561, -2.622260, 0.198471], [6.742244, -5.034421, -4.870594], [3.670519, -4.123431, -3.914182], [5.948655, -4.465858, -4.405835], [3.130064, 1.259450, -1.091283], [6.571181, 1.917267, 0.392010], [-2.357110, 2.840297, 2.264609], [-0.652728, -1.025132, 2.591858], [4.194705, 1.312849, -0.855535], [-8.310510, 4.149338, 0.095430], [2.798064, -2.417088, -2.688502], [-1.914896, -3.358678, -3.245757], [6.575594, -2.188092, 2.440656], [2.293546, -4.239165, -3.858319], [4.409670, 0.550206, 2.740201], [-4.484019, 2.752438, -0.585791], [-7.593797, 2.590572, 3.091287], [4.758888, -4.026227, 0.825866], [7.301039, -2.978516, -3.649656], [5.249138, 3.416584, 4.847272], [1.739672, -4.976064, -4.257576], [-0.595091, -3.620614, -3.536613], [5.292809, -2.531750, -3.094347], [3.875761, 0.011625, 3.534888], [4.312435, 2.125626, -0.134047], [-6.584047, 3.059692, -0.690517], [6.503930, 1.821234, -1.767448], [2.413249, -2.048608, 3.098598], [-1.481727, -0.804703, -0.640071], [3.109502, -2.419090, 0.678518], [5.374531, 1.118290, 5.126338], [0.417825, -2.942320, -2.854463], [3.240267, -2.697279, 2.797835], [7.955423, 1.125824, -0.317834], [3.832600, -0.404018, 1.309014], [-0.205471, 0.920264, 4.093401], [-0.355152, -4.337079, -4.309221], [-5.921143, 3.238310, 1.340324], [5.757020, 2.943216, 4.005125], [6.244002, -0.434298, 3.356354], [2.345139, -0.039519, 1.209222], [-7.293562, 3.554931, 1.936072], [6.554502, -0.799025, -0.978207], [5.893471, 0.570537, 3.124531], [7.064506, 1.371894, 4.750554], [5.014781, 1.607718, -2.107020], [1.569253, 0.279131, 5.232140], [6.923207, -3.818492, 1.916160], [0.306189, -0.071041, 0.743807], [4.898650, 0.767189, -2.798779], [4.414691, 4.050505, 2.716492], [3.172005, 2.097471, 3.590770], [3.157405, 2.135110, 1.851589], [4.660918, -0.023450, -0.254523], [-3.308110, -2.235292, -2.069316], [-2.792280, -0.001002, 0.691135], [1.005110, -1.273487, -1.203562], [-3.585832, 2.935718, 1.635578], [3.972576, -2.967719, -3.188700], [4.612774, 2.481605, -2.620167], [5.447947, -3.693239, 3.496919], [3.788981, -3.216696, 4.807097], [-4.897887, 3.374534, 3.256920], [-2.084878, 2.457802, 0.016616], [-8.587399, 2.792417, 3.494045], [4.887729, 3.067737, 2.750813], [6.113719, -3.157754, 2.231823], [-8.457150, 2.424361, 0.475354], [6.544550, -0.576074, 0.743700], [5.511053, 3.005189, 1.854698], [-7.569033, 1.553612, 2.751922], [-7.277987, 4.995839, 2.465867], [6.056509, 1.471903, 4.347444], [5.105448, -3.022776, 1.096540], [-5.734693, 3.019786, -0.025410], [5.084530, -4.708597, 3.303562], [-4.810027, 3.197997, 2.194194], [-8.247634, 5.247742, 2.898666], [1.831718, -3.194620, -3.124518], [-3.459848, -0.242298, -0.940442], [-1.263927, -1.747980, -1.611742], [6.872837, 1.231461, -0.402691], [-3.206307, -1.645933, 0.156095], [-2.266622, -2.423173, -2.278038], [3.850196, -2.223197, 1.469244], [1.909816, -1.477999, -1.602072], [-6.519802, 5.127544, 3.239129]],
  "atomic_forces_ev_per_a": [[0.073, -0.078, -0.072], [0.023, -0.002, 0.011], [-0.027, -0.024, 0.044], [-0.003, 0.018, -0.004], [0.001, 0.006, -0.007], [-0.036, 0.033, 0.016], [0.016, 0.015, -0.069], [0.001, 0.017, -0.001], [-0.005, 0.003, 0.003], [-0.009, 0.010, 0.001], [-0.052, 0.006, 0.034], [0.003, 0.004, -0.002], [0.007, 0.015, 0.005], [0.016, 0.031, 0.022], [-0.003, 0.016, -0.012], [0.000, -0.007, -0.011], [-0.001, -0.010, -0.004], [0.011, -0.005, -0.007], [0.019, -0.004, 0.001], [0.003, 0.001, -0.005], [0.009, -0.005, -0.031], [0.014, 0.006, 0.016], [-0.012, -0.009, -0.010], [0.014, 0.003, -0.015], [0.028, -0.030, 0.003], [-0.002, 0.001, 0.004], [-0.001, 0.001, -0.027], [0.005, -0.002, -0.001], [0.000, -0.012, -0.029], [0.008, -0.005, -0.010], [0.009, 0.006, 0.014], [-0.002, 0.002, -0.017], [0.005, 0.016, 0.015], [-0.019, -0.104, -0.196], [-0.037, 0.009, 0.015], [0.010, 0.003, -0.009], [-0.024, 0.021, 0.011], [0.047, 0.013, 0.011], [-0.001, -0.016, 0.003], [0.024, 0.050, 0.014], [-0.058, -0.013, 0.060], [-0.009, 0.013, 0.025], [-0.006, -0.011, 0.007], [-0.001, 0.003, 0.019], [0.005, 0.001, -0.001], [0.000, 0.000, 0.002], [0.003, -0.006, -0.002], [-0.020, 0.005, 0.014], [-0.022, -0.013, 0.038], [-0.002, 0.033, 0.021], [0.003, 0.009, 0.006], [-0.010, -0.002, -0.003], [0.006, 0.000, 0.009], [-0.010, 0.016, 0.006], [-0.154, 0.001, 0.002], [0.000, 0.000, 0.012], [-0.005, -0.001, -0.002], [0.000, -0.004, 0.015], [-0.011, 0.006, 0.034], [0.001, 0.006, 0.003], [0.067, 0.002, 0.150], [-0.141, 0.066, -0.027], [-0.014, -0.013, -0.001], [-0.008, 0.007, -0.005], [0.006, 0.003, 0.001], [-0.001, -0.010, -0.001], [-0.072, -0.160, -0.374], [-0.001, 0.005, -0.008], [0.005, -0.024, 0.014], [0.025, -0.007, -0.018], [0.001, 0.003, 0.009], [0.002, 0.011, -0.006], [0.168, 0.017, -0.112], [-0.002, -0.008, 0.005], [0.314, -0.009, 0.481], [-0.002, 0.002, -0.003], [0.003, 0.002, -0.003], [-0.004, -0.003, -0.025], [0.033, 0.007, 0.010], [-0.033, -0.007, -0.023], [-0.003, 0.003, 0.000], [-0.009, -0.014, 0.014], [-0.084, 0.029, 0.002], [-0.057, -0.005, -0.042], [0.026, 0.009, 0.025], [0.001, -0.009, -0.008], [-0.009, -0.018, -0.012], [0.003, -0.011, -0.005], [-0.005, 0.000, 0.016], [-0.027, 0.032, 0.019], [-0.007, 0.007, 0.002], [0.007, 0.013, -0.003], [0.008, 0.021, -0.002], [-0.005, -0.011, 0.004], [0.004, 0.024, -0.007], [0.011, -0.003, -0.016], [-0.004, -0.007, -0.007], [-0.006, -0.014, 0.012], [0.017, -0.002, 0.010], [-0.001, -0.022, -0.010], [0.004, -0.028, 0.008], [0.009, -0.004, 0.008], [0.011, 0.015, -0.012], [-0.006, 0.002, 0.006], [-0.085, -0.007, -0.002], [-0.003, 0.002, 0.009], [0.016, 0.043, 0.013], [0.018, 0.012, -0.010], [-0.011, 0.016, 0.024], [0.016, -0.012, -0.002], [-0.041, 0.018, -0.058], [0.043, -0.003, -0.011], [-0.002, 0.009, 0.004]],
  "e_homo_ev": [-10.429, -10.638],
  "homo_lumo_gap_ev": [7.521, 6.635],
  "e_above_lowest_ev": 0.308,
  "mol_weight_g_mol": 1109.64,
  "spin_multiplicity": 6,
  "e_lumo_ha": [-0.1069, -0.1471],
  "total_energy_ha": -6589.6970,
  "charge": 1,
  "s2": 8.769
}

=====

# 2
{
  "formula": "C42H56BFN10O3RhS3Se",
  "method": "ωB97M-V with the def2-TZVPD basis set",
  "elements": ["C", "C", "C", "N", "C", "H", "H", "C", "H", "C", "C", "O", "H", "N", "H", "H", "C", "C", "C", "C", "H", "H", "H", "H", "Se", "C", "H", "C", "H", "B", "H", "C", "H", "H", "C", "C", "H", "N", "H", "C", "H", "H", "S", "H", "Rh", "H", "H", "H", "N", "H", "H", "O", "C", "C", "H", "H", "H", "N", "H", "H", "H", "F", "H", "C", "C", "H", "C", "C", "H", "H", "C", "C", "H", "N", "N", "C", "N", "C", "N", "H", "H", "O", "C", "S", "H", "C", "H", "H", "C", "H", "H", "C", "H", "C", "C", "C", "C", "S", "H", "H", "H", "C", "H", "H", "H", "C", "H", "C", "C", "H", "C", "H", "H", "H", "C", "H", "C", "N"],
  "positions_angstrom": [[-0.477000, 1.011403, 4.961146], [-3.901022, 0.220937, 2.351592], [-2.216223, 3.324202, -0.792955], [-1.738926, 7.387046, -7.370653], [-1.667488, -4.179039, -1.004621], [0.796648, 5.233420, -7.054216], [-4.095190, 4.254608, 0.996275], [3.050584, 5.537934, -3.220950], [3.681500, -0.445104, 5.407268], [3.093115, 1.389756, -0.700049], [-4.031916, 1.774585, -1.450764], [4.239065, 1.703923, -0.440200], [-5.926029, -1.619131, -2.560279], [-5.731316, -0.403519, -4.205285], [1.370672, 6.812388, -2.711989], [-4.646238, 4.397111, -0.680622], [-0.651809, 4.471137, -5.097587], [-2.507278, 5.171743, -6.635535], [3.065190, 1.168598, 4.097966], [-1.231825, -3.016671, 3.402457], [-3.744261, 6.719821, -7.566712], [1.135699, 2.126890, 5.943340], [-2.749389, 4.223988, -7.122265], [2.564737, 6.636116, -1.427205], [-1.054085, -0.828067, -3.556367], [-1.369029, 3.390665, -4.568833], [4.926005, 0.117129, 4.278374], [-2.914031, -0.681545, -3.833524], [-3.359015, 0.940383, -1.669539], [-1.733402, -0.529531, 3.398532], [-5.335919, 1.135816, 0.963115], [-5.208319, -1.133975, -3.216185], [1.103018, 5.655997, -4.886391], [-1.790225, 3.991455, -0.044041], [0.773011, 1.460273, 5.187800], [-4.346975, 1.016689, 1.361411], [3.607356, -0.894953, 3.692115], [-1.469791, -1.872193, 2.680474], [4.338781, 2.140738, 2.667924], [0.562782, 4.796940, -4.514704], [-1.308290, -3.036723, 4.474569], [-1.458900, 2.606000, -1.088757], [-1.459453, -1.040925, 0.046080], [-4.119926, 2.382193, -2.352351], [0.551565, 0.121790, 0.220844], [-2.580009, 5.988262, -8.676129], [-2.408930, -0.766264, 4.366449], [-3.167888, 5.284862, -5.778498], [-1.121458, 5.261810, -6.182691], [3.079736, 5.691380, -4.300492], [2.922778, 7.654357, -2.826966], [0.196828, 1.100466, -1.573226], [-3.854299, -1.298987, -2.992781], [0.839949, 0.069799, 3.464433], [-0.669951, -5.022852, 2.717564], [-2.814479, 0.569445, -5.580531], [0.518784, -2.522787, -0.948652], [-3.261760, 1.709395, 0.864316], [4.509004, 2.459094, 4.975409], [-0.506944, 4.798094, -8.147418], [-1.400894, 1.245589, 5.458335], [-2.562699, 3.066977, -5.106062], [-5.259715, 0.755711, -5.832559], [-0.908435, -3.995375, 2.532249], [2.271149, 2.296764, -1.585251], [3.309499, 1.912044, 6.140387], [3.863152, -0.099225, 4.388208], [2.877263, 3.424864, -2.047685], [0.085751, -6.143535, -0.526939], [-4.425857, -0.481977, 2.972988], [-0.196349, -5.620157, 0.384838], [-4.841193, 0.172973, -5.015179], [3.883008, 3.636520, -1.705337], [-0.428492, 0.139969, 3.899254], [-0.943216, -3.447529, 1.263812], [-3.469147, 0.070275, -4.878767], [1.596566, 0.869784, 4.246857], [0.361861, 2.935186, -2.986647], [2.342989, 4.290273, -2.929936], [0.644819, -5.682787, 1.076193], [1.522829, -3.480003, 0.173360], [2.514711, 0.294251, -0.323705], [-2.742472, 6.305573, -7.648050], [-0.506687, 1.848843, 1.325714], [-1.860234, -3.182987, -1.396763], [-3.481198, 2.634242, -0.307433], [3.319498, 0.910801, 1.940501], [-5.017382, 1.364577, -1.231669], [-4.481173, 3.699372, 0.140323], [-5.446060, 3.273573, 0.412781], [-3.514568, -1.894607, -2.155021], [-0.889365, 2.637613, -3.534261], [-1.978028, 8.255987, -7.845871], [-0.351220, 6.927274, -7.744030], [-0.231592, 5.460824, -7.317853], [0.727373, -3.523269, -0.573440], [3.344014, 1.695647, 2.689977], [1.423785, -0.909267, 2.152718], [4.080214, 5.393054, -2.900120], [-1.443904, 1.774585, -3.170456], [-1.057272, -6.136770, 0.811534], [-0.525154, -4.178172, 0.007189], [-0.225112, 7.064075, -8.816276], [-1.388284, -4.811746, -1.846969], [2.614254, 2.462561, 2.417503], [1.094691, 4.021467, -3.477736], [1.075439, -4.117142, -1.418474], [-1.277028, -2.146138, 1.380176], [0.924001, 2.035948, -1.975074], [-2.577978, -4.581624, -0.555666], [2.438518, 6.732619, -2.505244], [2.897491, 3.169472, 4.950169], [-1.740931, 7.552698, -6.361931], [0.349640, 7.569540, -7.214001], [-2.166222, 1.321114, 1.554581], [-2.499857, 3.914728, -1.666335], [3.450697, 2.243118, 5.110773], [-2.550971, 0.422214, 2.476068]],
  "atomic_forces_ev_per_a": [[0.050, 0.052, -0.002], [-0.003, -0.002, -0.046], [0.018, -0.019, 0.176], [0.013, -0.038, -0.005], [-0.084, 0.039, 0.073], [-0.005, 0.012, 0.012], [0.016, 0.020, -0.008], [0.072, 0.012, -0.054], [0.012, 0.005, 0.010], [-0.139, -0.153, -0.197], [0.109, -0.009, 0.070], [0.075, 0.041, -0.002], [0.006, -0.007, 0.021], [0.042, -0.003, 0.031], [0.002, 0.019, -0.013], [-0.007, -0.001, -0.006], [-0.123, 0.006, 0.048], [0.040, 0.047, 0.044], [-0.008, -0.064, -0.032], [0.042, -0.036, -0.066], [0.016, 0.034, 0.009], [0.010, 0.043, -0.002], [0.003, -0.005, -0.009], [-0.008, 0.004, 0.002], [-0.190, -0.152, -0.256], [0.119, 0.001, 0.032], [0.004, 0.003, 0.014], [0.007, -0.097, -0.010], [-0.023, 0.098, 0.017], [0.068, 0.059, -0.156], [-0.010, 0.023, 0.010], [-0.042, -0.008, -0.001], [-0.018, 0.015, 0.019], [-0.014, 0.010, 0.013], [-0.028, -0.033, -0.060], [0.018, -0.061, -0.021], [0.014, 0.010, -0.008], [-0.078, -0.006, 0.072], [-0.006, 0.011, 0.001], [0.047, 0.014, -0.014], [-0.028, 0.002, 0.010], [-0.115, 0.037, 0.062], [0.382, 0.031, 0.092], [-0.028, 0.002, -0.008], [0.030, -0.040, -0.263], [0.010, 0.019, -0.003], [-0.015, 0.052, -0.027], [-0.015, 0.004, -0.018], [0.056, 0.023, 0.007], [0.002, -0.040, -0.001], [0.023, 0.000, 0.017], [-0.267, 0.372, 0.453], [0.035, 0.001, -0.017], [0.056, -0.178, -0.015], [0.002, -0.023, -0.006], [-0.001, -0.036, -0.047], [-0.019, -0.019, -0.057], [-0.052, 0.158, 0.012], [-0.002, -0.008, 0.012], [0.046, -0.017, -0.003], [-0.001, -0.058, 0.046], [-0.060, 0.015, -0.003], [0.017, 0.009, -0.004], [-0.007, 0.061, 0.011], [-0.135, 0.099, 0.117], [0.003, -0.005, 0.010], [-0.024, -0.038, 0.010], [0.063, -0.062, -0.021], [-0.002, -0.002, 0.004], [-0.007, 0.013, 0.028], [-0.011, 0.007, 0.000], [-0.047, 0.050, -0.005], [-0.013, 0.013, 0.034], [-0.117, -0.136, 0.112], [0.178, -0.076, -0.055], [0.029, 0.000, 0.013], [0.096, 0.150, 0.013], [0.163, -0.240, -0.094], [-0.063, 0.051, -0.006], [0.011, 0.001, -0.004], [0.005, -0.001, -0.002], [0.249, 0.325, 0.506], [-0.044, -0.044, 0.005], [0.217, -0.541, -0.152], [0.042, -0.006, -0.040], [0.002, -0.055, -0.056], [-0.009, 0.016, 0.021], [0.003, -0.009, -0.002], [-0.042, -0.037, 0.015], [-0.013, 0.006, -0.013], [-0.031, -0.036, -0.004], [-0.043, 0.003, -0.076], [0.003, -0.005, 0.005], [0.062, -0.019, -0.014], [-0.069, -0.064, -0.022], [0.040, 0.071, 0.090], [-0.019, -0.019, -0.021], [-0.295, 0.129, -0.065], [0.005, 0.007, -0.037], [0.120, -0.042, -0.150], [-0.007, -0.010, -0.010], [-0.047, -0.022, 0.007], [-0.046, 0.021, -0.004], [-0.002, 0.001, -0.005], [0.025, 0.037, 0.015], [-0.022, 0.020, 0.014], [-0.007, -0.015, 0.007], [-0.182, 0.009, -0.040], [0.022, -0.004, -0.242], [0.000, -0.014, -0.008], [-0.046, -0.034, 0.012], [0.014, 0.015, -0.014], [-0.002, 0.035, -0.012], [-0.019, 0.012, 0.004], [-0.014, 0.064, -0.114], [-0.011, 0.017, 0.037], [-0.049, -0.009, 0.017], [0.022, 0.122, 0.242]],
  "e_homo_ev": -7.226,
  "homo_lumo_gap_ev": 4.091,
  "e_above_lowest_ev": 1.804,
  "mol_weight_g_mol": 1056.85,
  "e_lumo_ha": -0.1152,
  "total_energy_ha": -6238.5404,
  "charge": 1
}